Here is C40H46Cl2N5O3PbS2 as an isolated structure from OMol25. Energies are from ωB97M-V with the def2-TZVPD basis set.

XYZ file:
```
99
Properties=species:S:1:pos:R:3:mulliken_charge:R:1
Pb 0.072 -0.210 0.158 1.59
C 0.711 1.299 4.817 -1.55
C 0.237 0.493 3.651 -0.30
N 0.762 0.614 2.489 0.70
N 1.820 1.438 2.273 -1.04
C 1.710 2.310 1.352 0.28
S 0.278 2.680 0.460 -0.23
S 3.156 3.191 0.813 -0.17
C 2.799 4.820 1.588 -1.32
C 3.009 4.692 3.059 0.68
C 1.940 4.751 3.942 -0.09
C 2.146 4.546 5.296 -0.64
C 3.414 4.266 5.773 -0.48
C 4.485 4.205 4.895 -0.66
C 4.284 4.422 3.546 -0.38
C -0.923 -0.388 3.836 1.05
C -1.026 -1.235 4.940 -0.65
C -2.153 -2.005 5.151 -1.02
C -3.210 -1.945 4.257 -0.88
C -3.121 -1.124 3.150 -0.44
C -1.989 -0.358 2.927 1.18
O -1.938 0.478 1.840 -0.35
H 1.797 1.377 4.812 0.35
H 0.362 0.891 5.760 0.67
H 0.318 2.311 4.719 0.20
H 1.776 5.081 1.319 0.41
H 3.500 5.513 1.123 0.50
H 0.948 4.965 3.567 0.35
H 1.313 4.595 5.981 0.44
H 3.570 4.092 6.827 0.41
H 5.475 3.982 5.262 0.41
H 5.117 4.370 2.860 0.36
H -0.193 -1.312 5.622 0.52
H -2.209 -2.657 6.007 0.41
H -4.104 -2.524 4.425 0.44
H -3.926 -1.095 2.425 0.36
N 2.189 -1.516 0.736 -0.41
C 1.918 -2.924 1.085 -0.12
C 0.935 -3.070 2.244 -0.85
C -0.560 -2.983 1.843 0.68
O -1.339 -3.778 2.326 -0.72
O -0.908 -2.081 1.002 -0.25
H 2.872 -1.498 -0.017 0.18
H 2.601 -1.048 1.541 0.30
H 2.857 -3.420 1.360 0.59
H 1.518 -3.417 0.197 -0.39
H 1.112 -2.292 2.991 0.07
H 1.071 -4.043 2.720 0.46
C -4.136 0.485 -0.078 -1.62
C -3.617 1.704 -0.440 1.77
C -4.141 2.927 0.087 -1.26
C -3.651 4.130 -0.319 -1.05
C -2.634 4.195 -1.285 -0.66
C -2.072 3.056 -1.823 0.81
C -1.032 3.111 -2.892 -0.76
C -2.526 1.803 -1.385 -0.45
N -1.877 0.699 -1.823 0.82
C -2.195 -0.160 -2.698 0.44
C -3.495 -0.110 -3.440 -1.92
C -1.249 -1.255 -3.006 0.73
C -1.382 -1.933 -4.334 -1.98
N -0.377 -1.568 -2.138 1.60
C 0.477 -2.669 -2.286 -1.16
C 1.783 -2.491 -2.746 1.12
C 2.233 -1.134 -3.202 -0.90
C 2.642 -3.582 -2.763 -0.87
C 2.209 -4.828 -2.343 -0.96
C 0.901 -4.996 -1.924 -0.91
C 0.014 -3.932 -1.897 1.24
C -1.407 -4.104 -1.462 -1.44
H -5.004 0.420 0.556 0.51
H -2.756 0.350 1.322 -0.44
H -3.731 -0.443 -0.451 0.38
H -4.936 2.869 0.815 0.52
H -4.046 5.047 0.091 0.45
H -2.282 5.158 -1.618 0.50
H -0.817 4.137 -3.167 0.48
H -1.367 2.577 -3.780 0.30
H -0.117 2.636 -2.547 -0.29
H -4.187 0.568 -2.945 0.39
H -3.944 -1.099 -3.490 0.43
H -3.352 0.241 -4.462 0.43
H -1.519 -1.208 -5.133 0.49
H -2.242 -2.602 -4.343 0.41
H -0.490 -2.524 -4.533 0.41
H 1.429 -0.589 -3.694 0.22
H 3.067 -1.212 -3.893 0.54
H 2.551 -0.539 -2.346 -0.15
H 3.652 -3.454 -3.123 0.50
H 2.887 -5.666 -2.350 0.45
H 0.552 -5.968 -1.614 0.47
H -1.526 -5.035 -0.918 0.49
H -2.080 -4.123 -2.322 0.27
H -1.691 -3.283 -0.807 0.04
Cl 4.500 1.860 -4.286 -0.16
C 4.078 2.099 -2.584 -0.51
Cl 2.330 2.152 -2.368 -0.05
H 4.484 3.047 -2.228 0.40
H 4.467 1.256 -2.015 0.26
```

**Charge**: +1
**E_HOMO (alpha / beta)**: -9.57 / -9.58 eV
**Spin multiplicity**: 1
**Maximum force**: 1.617 eV/A
**Energy**: -3960.69822 a.u.